No. 1
Molecular formula: C7H6N2O2S
Method: DFT, wB97M-V/def2-TZVPD

Summary:
Frontier orbital gap   9.6660 eV
Structure (SMILES)   O=[SH](=O)n1cnc2ccccc21
Largest force on an atom   5.735 eV/Å
Highest occupied orbital energy   -9.4 eV

```
18
Properties=species:S:1:pos:R:3:mulliken_charge:R:1
C -2.721 -0.227 0.203 -0.248
C -1.989 -1.403 0.101 -0.545
C -2.129 1.058 0.176 -0.778
C -0.599 -1.331 0.078 -0.002
C 1.302 1.747 0.071 -0.039
C -0.743 1.075 0.097 0.509
C 0.018 -0.126 0.073 -0.046
N 0.117 2.135 0.010 -0.627
N 1.493 0.382 0.026 -0.014
O 3.883 0.336 -0.041 -0.575
O 2.670 -1.805 0.358 -0.536
S 2.780 -0.527 -0.252 0.933
H -3.879 -0.175 0.276 0.233
H -2.240 -2.470 0.227 0.311
H -2.659 1.909 0.040 0.519
H -0.170 -2.354 0.188 0.341
H 2.170 2.385 -0.062 0.425
H 2.697 -0.609 -1.569 0.139
```

No. 2
Molecular formula: C2H5OPS2
Method: DFT, wB97M-V/def2-TZVPD

Summary:
Frontier orbital gap   8.5623 eV
Largest force on an atom   5.160 eV/Å
Highest occupied orbital energy   -9.0 eV

```
11
Properties=species:S:1:pos:R:3:mulliken_charge:R:1
C 1.687 0.196 1.147 -0.372
C 1.434 -0.605 0.135 -0.363
O -1.042 -0.072 -1.979 -0.523
P -0.976 -0.555 -0.390 0.612
S -2.074 -2.079 -0.044 -0.314
S -1.417 1.281 0.505 -0.320
H 2.587 0.074 1.653 0.286
H 1.010 1.062 1.424 0.050
H 1.993 -1.446 -0.038 0.359
H -0.484 0.737 -2.411 0.369
H -2.718 1.406 -0.002 0.217
```

No. 3
Molecular formula: C23H42O21
Method: DFT, wB97M-V/def2-TZVPD

Summary:
Frontier orbital gap   10.1693 eV
Structure (SMILES)   C[C@H]1COC(=O)O1.C[C@H]1COC(=O)O1.COC(=O)OC.COC(=O)OC.COC(=O)OC.COC(=O)OC.COC(=O)OC
Largest force on an atom   10.085 eV/Å
Highest occupied orbital energy   -9.8 eV

```
86
Properties=species:S:1:pos:R:3:mulliken_charge:R:1
C 16.622 8.275 8.975 -1.433
C 15.937 8.838 10.279 1.540
C 16.828 8.753 11.542 -0.265
O 16.463 10.060 12.180 -0.435
C 15.996 10.866 11.211 0.377
O 15.754 12.026 11.396 -0.618
O 15.837 10.252 10.092 0.107
H 16.678 7.200 9.007 0.393
H 17.639 8.550 8.808 0.696
H 16.043 8.532 8.093 -0.204
H 14.953 8.354 10.346 -0.589
H 17.840 8.997 11.301 0.555
H 16.715 7.834 12.200 -0.211
C 12.180 8.370 5.346 -1.851
C 13.446 8.748 6.056 1.162
C 13.793 10.206 5.695 -0.014
O 13.497 10.929 6.840 -0.262
C 13.145 10.089 7.840 0.435
O 13.118 10.406 9.007 -0.518
O 13.100 8.808 7.439 -0.280
H 11.333 9.057 5.407 0.382
H 11.800 7.413 5.568 0.449
H 12.339 8.238 4.289 0.437
H 14.303 8.100 6.008 -0.229
H 13.216 10.665 4.844 0.285
H 14.914 10.184 5.504 -0.012
C 17.452 8.265 5.716 -0.315
O 17.992 7.105 6.331 0.122
C 19.202 6.750 6.205 0.654
O 20.311 7.614 5.995 -0.668
O 19.313 5.441 6.369 -0.219
C 20.620 4.919 6.663 -0.835
H 18.091 9.094 6.079 0.488
H 16.471 8.436 5.960 -0.668
H 17.536 8.229 4.609 0.472
H 20.908 4.307 5.818 0.303
H 20.810 4.309 7.608 0.257
H 21.365 5.702 6.691 0.372
C 14.259 5.719 9.644 -0.282
O 15.239 4.867 9.259 -0.250
C 15.475 4.819 7.929 0.607
O 15.009 5.874 7.120 -0.490
O 16.174 3.765 7.499 -0.327
C 16.497 3.706 6.112 -0.367
H 14.212 6.699 9.100 0.026
H 14.252 5.832 10.695 -0.041
H 13.469 5.168 9.235 0.600
H 15.608 3.713 5.425 0.263
H 16.970 2.776 6.038 0.281
H 17.180 4.537 5.848 0.071
C 17.036 4.823 12.960 -0.774
O 17.505 3.478 13.022 -0.306
C 16.823 2.548 13.583 0.762
O 15.541 2.918 14.227 -0.639
O 17.327 1.369 13.465 -0.285
C 16.791 0.343 14.227 -0.628
H 17.697 5.651 13.231 0.335
H 16.106 5.055 13.461 0.451
H 16.851 4.969 11.958 0.245
H 17.197 -0.657 13.865 0.231
H 15.724 0.127 14.005 0.293
H 17.044 0.535 15.238 0.316
C 15.765 13.626 3.559 -0.644
O 15.712 13.741 4.981 -0.324
C 16.324 12.831 5.762 0.837
O 16.846 11.654 5.260 -0.616
O 16.289 13.253 6.937 -0.299
C 16.791 12.569 8.068 -0.400
H 15.437 12.679 3.275 0.300
H 16.822 13.722 3.166 0.277
H 15.065 14.391 3.161 0.233
H 16.159 12.719 8.959 0.251
H 17.827 12.962 8.285 0.312
H 16.853 11.479 7.902 0.077
C 14.379 7.375 15.377 -0.457
O 13.838 8.511 14.785 -0.361
C 13.742 8.574 13.483 0.787
O 14.168 7.615 12.545 -0.494
O 12.996 9.617 13.191 -0.322
C 12.615 9.835 11.893 -0.689
H 13.612 6.599 15.395 0.303
H 14.720 7.545 16.404 0.270
H 15.211 7.033 14.742 0.088
H 11.476 9.878 11.886 0.307
H 12.916 9.187 11.074 0.238
H 13.027 10.728 11.675 0.374
```

No. 4
Molecular formula: C28H49BFeN12O4P
Method: DFT, wB97M-V/def2-TZVPD

Summary:
Frontier orbital gap (alpha / beta)   9.6781 / 8.8959 eV
Charge   +1
Largest force on an atom   0.507 eV/Å
Highest occupied orbital energy (alpha / beta)   -11.3 / -10.6 eV
Spin multiplicity   5

```
96
Properties=species:S:1:pos:R:3:mulliken_charge:R:1
Fe -0.025 -0.104 0.077 1.855
C 3.527 0.057 2.820 -1.914
C 2.954 0.119 1.546 -0.517
N 1.624 0.100 1.615 1.097
N 1.324 0.029 2.930 0.164
C 2.443 -0.003 3.671 -0.249
B -0.130 -0.033 3.414 -0.870
N -0.794 -1.341 2.891 -0.007
C -1.372 -2.327 3.594 -0.458
C -1.906 -3.241 2.702 -1.742
C -1.606 -2.700 1.446 -0.602
N -0.923 -1.564 1.569 1.656
N -0.897 1.153 2.814 0.452
C -1.622 2.102 3.428 -0.665
C -2.249 2.861 2.460 -1.518
C -1.846 2.280 1.253 -0.939
N -1.032 1.255 1.475 1.895
H 4.572 0.053 3.079 0.516
H 3.449 0.198 0.592 0.499
H 2.389 -0.060 4.746 0.524
H -0.173 -0.005 4.616 -0.143
H -1.373 -2.307 4.672 0.571
H -2.448 -4.145 2.928 0.533
H -1.863 -3.076 0.466 0.338
H -1.640 2.169 4.505 0.515
H -2.909 3.699 2.607 0.557
H -2.107 2.545 0.240 0.452
N 1.275 -5.417 2.135 -0.265
C 2.351 -5.323 1.314 0.450
O 3.187 -6.199 1.224 -0.647
C 2.483 -4.066 0.495 -0.057
C 3.681 -3.835 -0.157 -0.546
C 3.810 -2.684 -0.913 -1.158
C 2.743 -1.808 -0.973 -0.498
N 1.578 -2.007 -0.350 0.235
C 1.465 -3.139 0.353 0.072
H 1.199 -6.247 2.698 0.223
H 0.623 -4.668 2.294 0.196
H 4.480 -4.559 -0.061 0.534
H 4.723 -2.465 -1.449 0.468
H 2.826 -0.902 -1.561 0.608
H 0.512 -3.299 0.823 -0.001
C -0.224 0.116 -3.250 -0.569
O 0.564 -0.205 -2.103 -0.299
H 0.310 -0.151 -4.162 0.345
H -0.467 1.179 -3.261 0.238
H -1.141 -0.461 -3.185 -0.010
H 1.267 0.452 -2.041 0.203
C -5.366 1.389 -1.926 -1.054
N -4.011 0.886 -2.109 0.707
C -3.424 1.228 -3.401 -0.776
P -3.351 -0.354 -1.249 -2.246
O -1.957 -0.076 -0.788 0.732
N -3.282 -1.631 -2.307 0.834
C -2.422 -2.770 -1.990 -0.844
C -4.412 -1.997 -3.155 -1.230
N -4.374 -0.611 0.001 1.258
C -5.662 -1.272 -0.155 -1.219
C -4.111 -0.149 1.366 -0.554
H -5.375 2.466 -2.101 0.366
H -5.706 1.216 -0.910 0.323
H -6.078 0.932 -2.623 0.275
H -3.527 2.302 -3.569 0.401
H -3.912 0.705 -4.230 0.300
H -2.368 0.985 -3.410 -0.083
H -1.572 -2.448 -1.394 -0.249
H -2.042 -3.204 -2.917 0.459
H -2.965 -3.554 -1.450 0.347
H -5.016 -1.121 -3.388 0.343
H -5.051 -2.752 -2.690 0.311
H -4.042 -2.407 -4.096 0.295
H -5.902 -1.445 -1.200 0.315
H -6.455 -0.651 0.269 0.416
H -5.673 -2.234 0.365 0.274
H -3.109 0.250 1.446 -0.351
H -4.215 -0.981 2.063 0.285
H -4.827 0.630 1.647 0.341
O 0.766 1.965 -0.781 -0.088
C 0.868 3.186 -0.699 -0.813
C 1.555 3.992 -1.764 -0.941
C 2.855 4.526 -1.093 -0.838
C 3.409 3.666 0.076 -0.034
C 2.796 3.915 1.473 -1.037
C 1.346 3.441 1.632 0.147
N 0.592 3.876 0.439 0.075
H 0.927 4.816 -2.108 0.416
H 1.774 3.351 -2.616 0.301
H 2.685 5.541 -0.725 0.331
H 3.623 4.609 -1.862 0.456
H 4.476 3.876 0.148 0.456
H 3.327 2.601 -0.171 -0.201
H 2.857 4.987 1.689 0.410
H 3.406 3.407 2.224 0.462
H 0.877 3.849 2.525 0.406
H 1.288 2.355 1.681 -0.475
H 0.667 4.875 0.297 0.470
```

No. 5
Molecular formula: C4H8O
Method: DFT, wB97M-V/def2-TZVPD

Summary:
Frontier orbital gap   11.3780 eV
Structure (SMILES)   CC[C@@H]1CO1
Largest force on an atom   4.142 eV/Å
Highest occupied orbital energy   -10.2 eV

```
13
Properties=species:S:1:pos:R:3:mulliken_charge:R:1
C 1.455 -1.320 -0.524 -1.115
C 0.021 -0.696 -0.848 -0.365
C -0.318 -0.003 0.467 0.087
C -1.387 0.955 0.489 -0.435
H 1.372 -2.029 0.338 0.281
H 2.201 -0.494 -0.325 0.268
H 1.965 -1.858 -1.314 0.356
H -0.008 0.175 -1.596 0.266
H -0.737 -1.505 -1.224 0.234
H -0.093 -0.591 1.343 0.366
H -1.812 0.935 1.622 0.199
H -1.891 1.461 -0.355 0.291
O 0.048 1.285 0.501 -0.433
```